The following is a quantum chemistry calculation of one molecule with the formula C9H16N4O5 in a non-equilibrium geometry, from the OMol25 dataset.

The LUMO energy is 0.49 eV. The frontier orbital gap comes out at 10.1 eV. Its molar mass is 260.2 g mol⁻¹. The SMILES is NC(=O)CC[C@H](N)C(=O)N[C@@H](CC(N)=O)C(=O)O.

Each line ends with the Mulliken charge.
Geometry (Å):
C (1.0114, -0.8415, 0.8146)  -0.15
C (0.5129, 0.5602, 0.0475)  0.17
C (0.6320, -2.1408, -0.0920)  -0.84
C (1.4038, -3.2918, 0.3507)  -0.40
C (0.8413, -4.5999, -0.2799)  0.42
C (-0.6912, 2.6377, 0.3424)  0.43
C (-0.6377, 3.6643, 1.4413)  0.19
C (-1.9701, 2.6980, -0.3996)  -0.75
C (-1.9082, 3.0646, -1.9212)  0.43
H (1.3909, -1.4241, 2.5956)  0.30
H (-0.2555, -1.1517, 2.4386)  0.21
H (2.0681, -1.0671, 0.8884)  0.44
H (0.6781, -1.9836, -1.1766)  0.47
H (-0.4936, -2.3955, -0.1273)  0.35
H (1.4462, -3.3289, 1.4218)  0.27
H (2.4957, -3.0982, 0.0420)  0.22
H (1.6155, -6.2584, -1.2747)  0.26
H (2.7580, -5.1359, -0.8379)  0.23
H (-0.1360, 1.1778, 1.9054)  0.41
H (0.2080, 2.8589, -0.3504)  0.46
H (-2.4112, 1.5679, -0.1985)  0.31
H (-2.6946, 3.4823, 0.0074)  0.23
H (-0.6874, 1.5301, -2.6928)  0.23
H (-1.2862, 2.6366, -3.7098)  0.22
H (-0.9986, 5.3347, 1.5277)  0.37
N (0.7251, -0.8530, 2.2198)  -0.57
N (1.7723, -5.3147, -1.0075)  -0.40
N (-0.2653, 1.3203, 0.8884)  -0.29
N (-1.2965, 2.2717, -2.8350)  -0.28
O (0.5936, 0.8041, -1.1415)  -0.72
O (-0.3704, -4.9037, -0.0572)  -0.61
O (-0.7621, 3.3875, 2.6736)  -0.62
O (-2.6311, 3.9939, -2.3113)  -0.66
O (-0.6572, 4.7982, 0.8080)  -0.34

=====

The following is a quantum chemistry calculation of one molecule with the formula C5H8O2 in a non-equilibrium geometry, from the OMol25 dataset.

The LUMO energy is 1.02 eV. The frontier orbital gap comes out at 10.6 eV. Its molar mass is 100.1 g mol⁻¹. The SMILES is CC1(OC=O)CC1.

Each line ends with the Mulliken charge.
Geometry (Å):
C (-0.4889, -0.5716, -1.1527)  -1.40
C (0.0007, -0.1683, 0.2180)  1.12
C (1.1732, -0.7385, 0.9542)  -0.74
C (-0.2059, -0.8181, 1.5630)  -0.72
O (-0.2001, 1.2701, 0.3172)  -0.31
C (-0.3628, 1.9718, -0.7955)  0.13
O (0.1674, 1.8614, -1.8910)  -0.52
H (0.1296, -1.3092, -1.6290)  0.39
H (-0.0465, 0.3848, -1.9126)  0.43
H (-1.5046, -1.0316, -1.0362)  0.26
H (1.6056, -1.6516, 0.5507)  0.25
H (1.8843, -0.0577, 1.4102)  0.24
H (-0.7216, -1.7737, 1.6143)  0.25
H (-0.3909, -0.1650, 2.4178)  0.23
H (-1.0396, 2.7972, -0.6284)  0.40

=====

The following is a quantum chemistry calculation of a 5-piece molecular cluster, C13H29Br4N3O3 overall in a non-equilibrium geometry, from the OMol25 dataset.

The LUMO energy is 0.21 eV. The frontier orbital gap comes out at 9.4 eV. Its molar mass is 595.0 g mol⁻¹. The SMILES is CNC(C)=O.CNC(C)=O.CNC(C)=O.BrCCBr.BrCCBr.

Each line ends with the Mulliken charge.
Geometry (Å):
Br (-11.1998, -12.6557, -9.7143)  -0.21
C (-10.1477, -11.0187, -9.2931)  -0.31
C (-9.2964, -11.0423, -8.0887)  -0.24
Br (-10.1548, -11.1090, -6.3593)  -0.17
H (-10.8795, -10.2043, -9.3121)  0.20
H (-9.4919, -10.8441, -10.1516)  0.23
H (-8.7386, -10.1066, -8.0911)  0.02
H (-8.6076, -11.8897, -8.1412)  0.45
Br (-12.8545, -7.2327, -10.5656)  -0.16
C (-11.2804, -7.6172, -11.6025)  -0.18
C (-11.3965, -8.9772, -12.2522)  -0.73
Br (-9.6961, -9.6723, -12.9083)  -0.18
H (-10.4072, -7.6316, -10.9613)  0.15
H (-11.1639, -6.7992, -12.3182)  0.26
H (-12.1107, -8.8519, -13.0581)  0.46
H (-11.7456, -9.7128, -11.5224)  0.38
C (-9.8187, -13.7867, -13.8431)  -0.81
C (-11.0306, -14.5678, -14.1966)  0.67
O (-11.0866, -15.4188, -15.0548)  -0.64
N (-12.1718, -14.2203, -13.5455)  -0.10
C (-13.4908, -14.7270, -13.9493)  -0.88
H (-9.7611, -12.9415, -14.5197)  0.18
H (-8.9451, -14.4030, -14.0297)  0.31
H (-9.7843, -13.4604, -12.7963)  0.22
H (-12.0778, -13.6205, -12.7149)  0.13
H (-14.3372, -14.0914, -13.7187)  0.31
H (-13.6371, -15.6360, -13.4070)  0.30
H (-13.4022, -14.9291, -14.9917)  0.30
C (-11.1266, -3.0136, -12.8474)  -1.12
C (-10.2738, -4.0393, -13.5879)  0.70
O (-10.5893, -4.4536, -14.6845)  -0.64
N (-9.1359, -4.4567, -13.0033)  -0.12
C (-8.2098, -5.2116, -13.7736)  -0.82
H (-10.6868, -2.0255, -12.7150)  0.34
H (-11.4032, -3.3664, -11.8083)  0.28
H (-11.9978, -2.8304, -13.5038)  0.30
H (-8.8388, -4.0543, -12.1253)  0.23
H (-7.3641, -5.5363, -13.1703)  0.33
H (-7.8204, -4.6654, -14.6191)  0.29
H (-8.7414, -6.0554, -14.2556)  0.23
C (-11.0217, -6.8485, -6.9467)  -1.12
C (-9.6509, -7.2161, -7.5225)  0.77
O (-9.5205, -7.9313, -8.5158)  -0.62
N (-8.6102, -6.6637, -6.9099)  -0.20
C (-7.1750, -6.9475, -7.2959)  -0.79
H (-10.9902, -5.7630, -6.7315)  0.40
H (-11.1884, -7.4592, -6.0481)  0.30
H (-11.7834, -7.0729, -7.6402)  0.19
H (-8.8064, -6.2923, -5.9644)  0.25
H (-7.1570, -7.9092, -7.7584)  0.25
H (-6.5951, -7.0369, -6.3582)  0.33
H (-6.7775, -6.1419, -7.9336)  0.25

=====

The following is a quantum chemistry calculation of a 2-piece molecular cluster, C3H12NO2 overall in a non-equilibrium geometry, from the OMol25 dataset.

The LUMO energy is -3.37 eV. The frontier orbital gap comes out at 11.2 eV. Its molar mass is 94.1 g mol⁻¹. As for the net charge: +1.

Each line ends with the Mulliken charge.
Geometry (Å):
C (-0.2773, 0.5418, -1.2053)  -0.43
C (-0.4923, 1.3929, 0.0842)  -0.68
C (0.7778, 1.6069, 0.8902)  -0.57
O (1.5104, 0.3862, 0.9093)  -0.50
N (-0.9359, -0.8396, -1.0352)  -0.34
H (0.7942, 0.2615, -1.2090)  0.34
H (-0.2796, 1.0084, -2.1651)  0.49
H (-0.8264, 2.4168, -0.1163)  0.29
H (-1.3879, 1.0335, 0.6580)  0.37
H (1.4539, 2.3216, 0.4162)  0.35
H (0.5654, 2.0661, 1.8883)  0.32
H (0.9676, -0.2008, 1.4717)  0.25
H (-1.5434, -0.9649, -0.2249)  0.36
H (-0.3191, -1.6466, -1.1731)  0.36
H (-1.6094, -0.8224, -1.8165)  0.34
H (0.8755, -2.2723, 1.2574)  0.29
H (0.3588, -3.6073, 0.8260)  0.32
O (0.3677, -2.6816, 0.5442)  -0.58

=====

E_tot values, unit eV, following the record order: -25790.0185, -9406.8105, -304735.4233, -8883.3353.